Version i
{
  "formula": "C4H8S3",
  "method": "ωB97M-V/def2-TZVPD",
  "homo_lumo_gap_ev": 8.547,
  "mol_weight_da": 152.31,
  "multiplicity": 1,
  "homo_energy_ev": -8.90,
  "species": ["C", "C", "C", "C", "S", "S", "S", "H", "H", "H", "H", "H", "H", "H", "H"],
  "coordinates": [[1.66, 0.72, 0.87], [0.35, 0.74, 1.06], [-0.16, -1.91, -0.97], [-0.54, 1.81, 0.52], [0.78, -2.70, 0.10], [0.50, -0.96, -2.28], [-1.92, -1.95, -0.92], [2.15, 1.48, 0.29], [2.29, -0.06, 1.27], [-0.13, -0.04, 1.64], [-1.53, 1.77, 0.97], [-0.65, 1.72, -0.56], [-0.11, 2.79, 0.72], [-0.67, -0.69, -2.87], [-2.01, -2.72, 0.15]],
  "lowdin_charge": [-0.041, -0.278, -1.674, -0.114, 0.581, 0.708, 0.684, 0.061, 0.043, 0.085, 0.066, 0.064, 0.073, -0.134, -0.124]
}

***

Version ii
{
  "formula": "C4H8S3",
  "method": "ωB97M-V/def2-TZVPD",
  "homo_lumo_gap_ev": 8.506,
  "mol_weight_da": 152.31,
  "multiplicity": 1,
  "homo_energy_ev": -8.62,
  "species": ["C", "C", "C", "C", "H", "H", "H", "H", "H", "H", "H", "H", "S", "S", "S"],
  "coordinates": [[2.87, -0.40, -0.42], [0.17, 0.17, -0.19], [-1.20, -0.22, 0.31], [-1.99, 1.03, 0.76], [3.13, 0.47, 0.18], [2.85, -0.16, -1.51], [3.59, -1.22, -0.30], [-1.06, -0.94, 1.13], [-1.58, 1.44, 1.69], [-2.08, 1.76, -0.06], [-3.02, 0.74, 1.02], [-1.32, -2.11, -0.90], [1.32, -1.08, 0.16], [0.49, 1.58, -0.87], [-2.15, -1.05, -1.00]],
  "lowdin_charge": [-0.426, -1.182, -0.846, -0.177, 0.035, 0.050, 0.031, 0.078, 0.083, 0.048, 0.072, -0.124, 0.866, 0.734, 0.758]
}

***

What should be chosen as the least stable of them? Choose version i.

***

Version i
{
  "formula": "C2H2Cl6",
  "method": "ωB97M-V/def2-TZVPD",
  "homo_lumo_gap_ev": 11.645,
  "mol_weight_da": 238.76,
  "multiplicity": 1,
  "homo_energy_ev": -11.12,
  "species": ["C", "Cl", "Cl", "Cl", "H", "C", "Cl", "Cl", "Cl", "H"],
  "coordinates": [[-0.73, -1.26, -1.84], [-1.15, -1.20, -0.12], [-0.17, 0.28, -2.44], [-2.10, -1.94, -2.76], [0.08, -1.97, -1.95], [0.79, 1.16, 1.72], [1.20, 2.80, 1.16], [-0.79, 1.07, 2.48], [2.03, 0.57, 2.88], [0.84, 0.49, 0.88]],
  "lowdin_charge": [-1.551, 0.540, 0.554, 0.514, 0.007, -1.552, 0.518, 0.519, 0.494, -0.044]
}

***

Version ii
{
  "formula": "C2H2Cl6",
  "method": "ωB97M-V/def2-TZVPD",
  "homo_lumo_gap_ev": 11.473,
  "mol_weight_da": 238.76,
  "multiplicity": 1,
  "homo_energy_ev": -11.18,
  "species": ["C", "Cl", "Cl", "Cl", "H", "C", "Cl", "Cl", "Cl", "H"],
  "coordinates": [[-2.76, 2.98, -0.67], [-1.39, 3.93, 0.06], [-4.29, 3.47, 0.14], [-2.38, 1.22, -0.55], [-2.97, 3.22, -1.71], [2.65, -2.92, 0.54], [3.78, -1.85, -0.32], [3.19, -3.10, 2.25], [2.53, -4.47, -0.29], [1.65, -2.48, 0.55]],
  "lowdin_charge": [-1.453, 0.471, 0.479, 0.492, 0.011, -1.522, 0.504, 0.489, 0.516, 0.014]
}

***

What should be chosen as the least stable of them? Choose version ii.